A.
Formula: C24H64O24S8
Source: the OMol25 dataset
Level of theory: wB97M-V/def2-TZVPD

XYZ file:
```
120
Properties=species:S:1:pos:R:3:mulliken_charge:R:1
C 7.950 13.762 10.133 -1.02
C 7.941 15.273 10.461 -0.32
O 9.341 15.768 10.532 -0.46
S 10.217 15.911 9.157 1.20
C 11.245 14.465 9.155 -0.59
O 9.440 15.906 7.956 -0.66
O 11.104 17.013 9.449 -0.60
H 8.369 13.176 10.895 0.23
H 8.588 13.622 9.276 0.29
H 7.016 13.373 9.874 0.43
H 7.384 15.846 9.692 0.37
H 7.563 15.487 11.464 0.37
H 11.883 14.553 8.305 0.32
H 10.642 13.555 9.132 0.37
H 11.966 14.472 9.991 -0.08
C 9.551 14.827 17.540 -1.09
C 9.308 15.504 16.212 -0.35
O 9.816 14.509 15.260 0.01
S 9.599 14.758 13.737 1.13
C 10.743 15.960 13.141 -0.01
O 9.887 13.457 13.198 -0.66
O 8.294 15.246 13.464 -0.76
H 9.016 13.921 17.421 0.35
H 9.101 15.389 18.359 0.46
H 10.543 14.590 17.763 0.17
H 8.242 15.636 15.949 0.38
H 9.848 16.532 16.204 0.24
H 11.769 15.559 13.166 0.03
H 10.555 16.900 13.674 0.45
H 10.567 16.068 12.104 -0.20
C 15.621 9.096 9.445 -0.87
C 16.271 9.739 8.222 -0.26
O 15.455 10.755 7.730 -0.32
S 15.035 12.027 8.615 1.23
C 14.822 13.059 7.212 -0.74
O 13.807 11.776 9.353 -0.63
O 16.203 12.440 9.339 -0.66
H 14.551 9.232 9.296 0.29
H 15.751 9.530 10.501 0.11
H 15.901 8.043 9.468 0.43
H 17.313 10.113 8.352 0.26
H 16.336 8.974 7.419 0.29
H 14.457 13.970 7.745 0.12
H 13.985 12.686 6.580 0.34
H 15.705 13.271 6.559 0.30
C 14.070 19.389 11.301 -1.05
C 15.249 18.553 10.773 -0.30
O 14.913 17.140 11.173 -0.14
S 15.372 15.981 10.163 1.25
C 16.908 15.416 10.954 -1.06
O 14.392 14.918 10.166 -0.24
O 15.764 16.557 8.914 -0.76
H 14.179 20.478 11.051 0.36
H 13.920 19.325 12.387 0.29
H 13.184 19.105 10.790 0.22
H 15.265 18.639 9.689 0.36
H 16.208 18.903 11.199 0.27
H 17.268 14.539 10.420 0.25
H 16.731 15.229 11.947 0.36
H 17.580 16.278 10.884 0.39
C 10.671 14.288 21.835 -0.66
C 11.620 13.166 21.848 -0.29
O 13.018 13.685 21.484 -0.37
S 13.328 13.882 19.906 1.20
C 12.892 15.597 19.537 -0.80
O 14.763 13.746 19.781 -0.62
O 12.427 13.102 19.072 -0.60
H 10.136 14.383 20.820 0.01
H 11.240 15.210 22.122 0.25
H 9.840 14.089 22.592 0.37
H 11.752 12.668 22.783 0.34
H 11.447 12.485 21.077 0.31
H 13.421 16.324 20.194 0.33
H 11.770 15.640 19.681 0.19
H 13.093 15.747 18.489 0.34
C 16.991 9.127 13.453 -1.73
C 16.218 9.413 14.699 1.30
O 16.102 8.207 15.435 -0.37
S 15.603 8.148 16.907 1.14
C 14.695 6.768 16.869 -1.11
O 16.753 7.821 17.699 -0.64
O 14.898 9.386 17.145 -0.47
H 17.383 10.041 13.019 0.41
H 16.402 8.557 12.739 0.37
H 17.858 8.551 13.618 0.49
H 16.830 10.183 15.251 -0.37
H 15.192 9.769 14.500 -0.05
H 14.383 6.457 17.890 0.36
H 15.266 5.976 16.395 0.37
H 13.871 6.930 16.259 0.37
C 17.144 14.250 17.510 -1.19
C 17.309 12.761 17.451 0.65
O 18.724 12.517 17.716 -0.36
S 19.435 11.226 17.161 1.12
C 19.115 9.990 18.448 -0.90
O 18.808 10.698 15.997 -0.59
O 20.793 11.663 17.126 -0.65
H 17.325 14.659 18.529 0.35
H 16.085 14.456 17.314 0.16
H 17.729 14.684 16.696 0.40
H 16.804 12.188 18.266 0.25
H 17.098 12.287 16.439 -0.23
H 19.519 10.419 19.313 0.42
H 19.620 9.078 18.173 0.36
H 17.994 9.765 18.520 0.19
C 11.935 10.364 15.486 -1.49
C 12.089 11.789 15.038 -0.03
O 13.578 12.061 15.159 -0.02
S 14.181 13.302 14.396 1.32
C 14.103 12.738 12.719 -0.26
O 13.391 14.459 14.675 -0.72
O 15.541 13.474 14.772 -0.64
H 12.287 9.762 14.648 0.33
H 10.824 10.182 15.573 0.43
H 12.407 10.244 16.446 0.27
H 11.737 11.982 14.041 0.44
H 11.762 12.488 15.785 0.08
H 13.053 12.445 12.319 0.31
H 14.889 11.972 12.673 0.17
H 14.428 13.526 12.063 -0.37
```

E_HOMO (eV): -10.39
Frontier orbital gap (eV): 10.7207
Structure (SMILES): CCOS(C)(=O)=O.CCOS(C)(=O)=O.CCOS(C)(=O)=O.CCOS(C)(=O)=O.CCOS(C)(=O)=O.CCOS(C)(=O)=O.CCOS(C)(=O)=O.CCOS(C)(=O)=O
LUMO level (eV): 0.331

B.
Formula: C24H64O24S8
Source: the OMol25 dataset
Level of theory: wB97M-V/def2-TZVPD

XYZ file:
```
120
Properties=species:S:1:pos:R:3:mulliken_charge:R:1
C 5.076 3.680 -0.071 -1.55
C 3.616 3.650 -0.500 0.80
O 3.280 4.938 -1.027 -0.45
S 1.889 5.082 -1.887 1.08
C 0.745 5.072 -0.480 -0.86
O 1.864 6.349 -2.551 -0.66
O 1.770 3.861 -2.658 -0.54
H 5.645 3.982 -0.951 0.43
H 5.337 2.705 0.331 0.35
H 5.223 4.473 0.663 0.35
H 3.451 2.871 -1.245 -0.01
H 2.985 3.410 0.362 0.00
H -0.129 5.680 -0.682 0.51
H 1.312 5.379 0.394 0.59
H 0.469 4.027 -0.353 -0.08
C -3.781 1.411 -3.875 -1.41
C -2.681 2.280 -4.426 1.30
O -3.124 3.623 -4.457 -0.41
S -2.034 4.725 -3.934 1.04
C -0.788 4.566 -5.275 -0.79
O -2.633 6.006 -4.046 -0.64
O -1.535 4.257 -2.662 -0.38
H -4.007 1.721 -2.850 0.22
H -3.488 0.368 -3.741 0.34
H -4.708 1.477 -4.445 0.45
H -1.865 2.150 -3.708 -0.83
H -2.287 1.909 -5.373 0.32
H -1.365 4.632 -6.192 0.39
H -0.276 3.616 -5.158 0.15
H -0.150 5.436 -5.141 0.41
C -3.715 -0.015 -0.049 -0.40
C -3.550 0.859 1.154 -0.52
O -2.411 1.723 1.013 -0.19
S -2.247 2.957 2.065 1.07
C -1.471 2.117 3.456 -0.68
O -1.257 3.873 1.534 -0.46
O -3.556 3.458 2.374 -0.68
H -2.807 -0.572 -0.282 -0.11
H -3.965 0.526 -0.965 -0.10
H -4.513 -0.750 0.052 0.43
H -4.432 1.491 1.296 0.51
H -3.448 0.287 2.083 0.34
H -0.531 1.736 3.064 -0.05
H -2.139 1.282 3.668 0.35
H -1.385 2.815 4.280 0.47
C 0.804 -1.365 1.873 -1.47
C -0.143 -1.046 0.729 2.33
O 0.491 -0.844 -0.531 -0.22
S 1.040 0.639 -0.898 0.10
C -0.391 1.313 -1.760 -1.01
O 1.224 1.366 0.327 -0.09
O 2.105 0.424 -1.829 -0.63
H 0.925 -2.443 1.991 -0.06
H 0.531 -0.881 2.811 0.55
H 1.824 -0.986 1.761 0.19
H -0.881 -1.846 0.632 -0.32
H -0.740 -0.170 0.991 -1.14
H -1.131 1.727 -1.080 0.34
H -0.837 0.602 -2.453 0.25
H 0.044 2.128 -2.343 0.44
C 3.747 3.338 7.614 -1.33
C 3.864 3.037 6.130 -0.19
O 3.527 1.701 5.816 -0.34
S 2.694 1.451 4.415 1.30
C 4.111 1.710 3.303 -0.97
O 2.330 0.073 4.444 -0.62
O 1.764 2.533 4.277 -0.61
H 4.312 2.736 8.321 0.33
H 2.701 3.211 7.906 0.31
H 3.972 4.401 7.706 0.37
H 3.268 3.804 5.626 0.35
H 4.863 3.329 5.779 0.33
H 4.310 2.779 3.290 0.33
H 3.861 1.297 2.329 0.26
H 4.988 1.230 3.728 0.50
C 1.527 -5.063 0.589 -0.92
C 0.146 -5.417 0.086 -0.40
O -0.627 -4.220 -0.036 -0.27
S -1.544 -3.915 -1.351 1.24
C -0.272 -3.104 -2.314 -0.11
O -1.978 -5.154 -1.921 -0.67
O -2.494 -2.959 -0.905 -0.47
H 2.219 -5.905 0.592 0.44
H 1.524 -4.613 1.583 0.27
H 2.009 -4.319 -0.052 0.08
H 0.272 -6.046 -0.800 0.47
H -0.442 -6.043 0.762 0.24
H 0.502 -3.792 -2.637 0.33
H 0.002 -2.144 -1.883 -0.34
H -0.823 -2.879 -3.239 0.48
C -2.260 -3.962 2.735 -0.30
C -3.213 -4.988 2.143 -0.39
O -4.513 -4.892 2.777 -0.37
S -4.805 -5.928 3.989 1.18
C -5.304 -7.365 3.025 -0.84
O -3.585 -6.227 4.695 -0.59
O -5.944 -5.394 4.695 -0.61
H -2.284 -4.101 3.816 0.53
H -2.533 -2.931 2.519 -0.03
H -1.276 -4.188 2.330 -0.12
H -3.449 -4.801 1.096 0.22
H -2.747 -5.973 2.188 0.36
H -6.167 -7.011 2.464 0.31
H -5.641 -8.064 3.786 0.37
H -4.506 -7.637 2.346 0.28
C 3.533 -2.092 -2.651 -0.95
C 3.150 -0.913 -3.530 -0.26
O 1.746 -0.738 -3.495 -0.10
S 0.942 -0.419 -4.860 1.42
C 0.929 -2.041 -5.657 -1.07
O -0.398 -0.066 -4.475 -0.45
O 1.771 0.455 -5.666 -0.75
H 4.604 -2.291 -2.718 0.49
H 3.064 -3.025 -2.991 0.25
H 3.236 -2.023 -1.605 0.04
H 3.690 -0.052 -3.125 0.01
H 3.539 -1.040 -4.543 0.57
H 1.638 -2.006 -6.481 0.40
H -0.078 -2.257 -6.001 0.40
H 1.279 -2.824 -4.986 0.22
```

E_HOMO (eV): -10.79
Frontier orbital gap (eV): 10.7766
Structure (SMILES): CCOS(C)(=O)=O.CCOS(C)(=O)=O.CCOS(C)(=O)=O.CCOS(C)(=O)=O.CCOS(C)(=O)=O.CCOS(C)(=O)=O.CCOS(C)(=O)=O.CCOS(C)(=O)=O
LUMO level (eV): -0.013

So which one wins? Going from most stable to least: B, A.

A.
Formula: C4H7ClN2
Source: the OMol25 dataset
Level of theory: wB97M-V/def2-TZVPD

XYZ file:
```
14
Properties=species:S:1:pos:R:3:mulliken_charge:R:1
Cl -3.030 0.463 1.537 -0.14
N -1.631 -0.233 0.724 -0.36
C -0.466 0.474 0.998 0.32
C 0.931 -0.354 0.739 -0.75
C 1.080 -0.100 -0.738 -0.55
C -0.251 -0.052 -1.277 -0.41
N -1.019 0.686 -0.297 -0.28
H -0.265 1.235 1.766 0.36
H 0.452 -1.438 0.890 0.25
H 1.648 -0.053 1.518 0.38
H 1.572 0.796 -0.850 0.32
H 1.824 -0.908 -1.177 0.29
H -0.262 0.563 -2.286 0.26
H -0.583 -1.080 -1.546 0.29
```

E_HOMO (eV): -10.04
Frontier orbital gap (eV): 10.9264
Structure (SMILES): ClN1[C@H]2CCCN21
LUMO level (eV): 0.882

B.
Formula: C4H7ClN2
Source: the OMol25 dataset
Level of theory: wB97M-V/def2-TZVPD

XYZ file:
```
14
Properties=species:S:1:pos:R:3:mulliken_charge:R:1
C -0.560 -0.881 -1.650 -1.07
C 0.477 -0.742 -0.443 -0.31
C 0.311 -0.097 0.727 0.56
C 1.346 -0.003 1.858 -1.15
Cl -1.223 0.531 1.224 -0.22
H -1.613 -0.819 -1.366 0.32
H -0.500 -1.851 -2.051 0.37
H -0.391 0.048 -2.292 0.25
H 1.418 -1.252 -0.452 0.30
H 0.979 -0.557 2.642 0.36
H 1.577 1.113 2.105 0.28
H 2.290 -0.432 1.570 0.33
N -2.228 2.211 -1.389 0.03
N -1.882 2.730 -0.483 -0.03
```

E_HOMO (eV): -9.13
Frontier orbital gap (eV): 10.1393
Structure (SMILES): C/C=C(/C)Cl.N#N
LUMO level (eV): 1.005

So which one wins? Going from most stable to least: B, A.

A.
Formula: C3H12N2O
Source: the OMol25 dataset
Level of theory: wB97M-V/def2-TZVPD

XYZ file:
```
18
Properties=species:S:1:pos:R:3:mulliken_charge:R:1
C 0.335 -2.229 -0.526 -0.89
N 0.987 -0.933 -0.505 -0.43
C 0.425 -0.040 0.551 -0.19
C 1.332 1.114 0.871 -0.34
N 0.572 2.425 0.779 -0.66
H 0.595 -2.919 0.390 0.29
H -0.728 -2.147 -0.524 0.30
H 0.565 -2.659 -1.485 0.33
H 2.028 -0.996 -0.359 0.25
H 0.422 -0.757 1.402 0.25
H -0.526 0.355 0.220 0.06
H 2.193 1.254 -0.004 0.20
H 1.998 0.904 1.703 0.37
H 0.334 2.703 1.637 0.22
H -0.303 2.292 0.254 0.24
O -3.092 -0.199 -0.990 -0.67
H -2.356 -0.740 -1.192 0.32
H -2.949 0.783 -1.419 0.33
```

E_HOMO (eV): -8.84
Frontier orbital gap (eV): 9.5981
Structure (SMILES): CNCCN.O
LUMO level (eV): 0.756

B.
Formula: C3H12N2O
Source: the OMol25 dataset
Level of theory: wB97M-V/def2-TZVPD

XYZ file:
```
18
Properties=species:S:1:pos:R:3:mulliken_charge:R:1
C -2.475 1.198 1.441 -0.51
C -1.929 2.381 1.149 -0.48
H -3.549 1.075 1.448 0.24
H -1.768 0.387 1.602 0.28
H -2.647 3.183 1.256 0.23
H -1.053 2.469 0.523 0.26
N -1.594 -1.638 -2.083 -0.66
C -0.952 -0.352 -1.906 0.17
O -1.562 0.643 -2.706 -0.53
H -1.660 -2.153 -1.212 0.24
H -0.980 -2.280 -2.575 0.24
H 0.109 -0.417 -2.188 0.25
H -0.970 -0.006 -0.877 0.00
H -2.025 0.158 -3.399 0.28
N 5.959 -1.218 2.593 -0.65
H 6.251 -0.667 1.790 0.22
H 5.644 -2.060 2.125 0.22
H 5.200 -0.702 3.019 0.22
```

E_HOMO (eV): -9.68
Frontier orbital gap (eV): 10.5225
Structure (SMILES): C=C.NCO.N
LUMO level (eV): 0.839

C.
Formula: C3H12N2O
Source: the OMol25 dataset
Level of theory: wB97M-V/def2-TZVPD

XYZ file:
```
18
Properties=species:S:1:pos:R:3:mulliken_charge:R:1
N -1.400 -0.014 -1.506 -0.56
C -0.814 -0.285 -0.180 -0.44
C -0.477 1.017 0.523 -0.61
C 0.097 0.770 1.899 -0.44
N 0.406 2.022 2.533 -0.40
H -1.888 0.866 -1.522 0.21
H -2.016 -0.755 -1.810 0.22
H 0.169 -0.765 -0.305 0.17
H -1.442 -0.952 0.409 0.34
H 0.290 1.481 -0.110 0.31
H -1.307 1.726 0.633 0.39
H 0.980 0.139 1.854 0.28
H -0.676 0.232 2.454 0.24
H 0.325 2.881 2.021 0.15
H 0.682 2.060 3.491 0.14
O 2.565 -3.612 -3.142 -0.64
H 2.543 -3.953 -4.050 0.32
H 1.962 -2.856 -3.191 0.32
```

E_HOMO (eV): -8.59
Frontier orbital gap (eV): 9.5043
Structure (SMILES): NCCCN.O
LUMO level (eV): 0.910

So which one wins? Going from most stable to least: C, B, A.